The following is a DFT calculation (the ωB97M-V functional and the def2-TZVPD basis) of a structure of composition C6H8LiO6Yb.

Values from the calculation:
- net charge = +1
- max |F| (eV Å⁻¹) = 2.69
- lowest unoccupied orbital energy (spin up / spin down) (eV) = -3.2 / -6.5
- <S²> = 2.01
- multiplicity = 3
- calculated total energy (hartree) = -1850.81091
- energy above the lowest of the compared OMol25 structures with the same formula, charge and spin (kJ/mol) = 0.00

Cartesian coordinates (Å):
Yb (4.236, 3.605, 2.468)
O (-2.820, 1.254, 3.127)
O (-1.697, -1.529, 1.887)
O (-1.110, 2.574, 2.701)
O (-2.331, 1.690, 1.010)
O (1.470, 0.170, 1.441)
O (2.482, 1.870, 2.291)
C (0.564, 2.440, 0.862)
C (-0.302, 3.296, 1.788)
C (0.283, -0.537, 1.011)
C (-0.484, -1.035, 2.243)
C (1.589, 1.459, 1.539)
C (-2.165, 1.842, 2.239)
Li (-2.976, -0.231, 1.736)
H (1.093, 3.170, 0.231)
H (-0.393, 0.133, 0.471)
H (0.076, 1.900, 0.050)
H (-0.942, 3.933, 1.162)
H (0.317, 3.948, 2.416)
H (-0.469, -0.085, 2.926)
H (0.140, -1.746, 2.827)
H (0.640, -1.362, 0.383)

Atomic partial charges in e from the natural (NBO) method, atoms 1 to 6: 0.991 -0.782 -0.318 -0.534 -0.822 -0.463